No. 1
Below is a molecular structure, C48H126Br6N10O10 at a distorted geometry, with properties calculated with the ωB97M-V functional and the def2-TZVPD basis.

Geometry as ORCA input:
```
! wB97M-V def2-TZVPD RIJCOSX def2/J DEFGRID3
* xyz 0 1
C -3.56 -4.21 -6.69
Br -1.89 -5.28 -6.64
Br -4.08 -3.68 -8.56
Br -3.38 -2.51 -5.62
H -4.37 -4.83 -6.31
C -1.00 4.71 -3.91
Br -2.95 4.94 -4.46
Br -0.68 2.74 -4.10
Br -0.69 5.32 -2.01
H -0.34 5.24 -4.59
C 6.34 3.32 1.15
C 5.60 4.20 0.16
C 4.66 5.24 0.76
C 3.58 4.66 1.72
C 2.47 5.71 1.95
C 1.35 5.61 0.91
H 7.07 2.75 0.59
H 5.59 2.66 1.61
H 6.84 3.86 1.95
H 6.28 4.71 -0.51
H 4.98 3.46 -0.35
H 4.09 5.73 -0.03
H 5.12 6.12 1.20
H 3.17 3.74 1.30
H 4.07 4.38 2.66
H 2.08 5.43 2.93
H 2.82 6.74 2.06
H 0.82 4.67 1.03
H 0.67 6.45 1.02
H 1.75 5.53 -0.10
C -6.19 -1.94 -0.65
C -5.58 -1.31 -1.90
C -5.05 0.13 -1.74
O -4.56 0.59 -3.02
C -4.02 1.91 -3.10
N -4.53 -2.23 -2.29
H -6.74 -2.86 -0.84
H -6.91 -1.20 -0.32
H -5.40 -2.17 0.08
H -6.32 -1.19 -2.69
H -4.12 0.17 -1.16
H -5.83 0.80 -1.40
H -4.00 2.19 -4.16
H -3.02 1.82 -2.70
H -4.65 2.71 -2.70
H -4.06 -1.91 -3.13
H -3.75 -2.30 -1.66
C -4.12 4.25 0.38
C -3.84 3.56 1.70
C -4.45 2.14 1.83
O -5.88 2.23 1.86
C -6.59 0.99 2.08
N -2.41 3.38 1.87
H -3.79 5.28 0.45
H -5.21 4.24 0.27
H -3.62 3.79 -0.48
H -4.32 4.08 2.53
H -4.07 1.63 2.71
H -4.28 1.55 0.94
H -7.67 1.05 2.03
H -6.40 0.74 3.12
H -6.30 0.15 1.44
H -2.13 2.98 2.76
H -1.94 4.27 1.82
C 4.46 -7.55 1.57
C 3.00 -7.54 1.20
C 2.46 -6.28 0.41
O 1.07 -6.39 0.26
C 0.61 -5.35 -0.61
N 2.77 -8.80 0.56
H 4.79 -8.53 1.93
H 4.72 -6.81 2.33
H 5.13 -7.36 0.73
H 2.43 -7.59 2.12
H 2.99 -6.17 -0.54
H 2.63 -5.40 1.03
H 1.20 -5.31 -1.53
H 0.72 -4.41 -0.07
H -0.44 -5.53 -0.83
H 2.76 -9.38 1.39
H 1.80 -8.81 0.28
C -3.54 -1.07 2.60
C -2.53 -1.88 3.51
C -1.21 -2.22 2.82
O -1.37 -3.18 1.76
C -1.71 -4.48 2.18
N -2.32 -1.07 4.72
H -3.77 -1.64 1.70
H -3.11 -0.14 2.21
H -4.42 -0.68 3.12
H -3.02 -2.80 3.84
H -0.53 -2.60 3.58
H -0.81 -1.34 2.32
H -1.57 -5.18 1.35
H -2.77 -4.58 2.41
H -1.24 -4.82 3.10
H -3.25 -0.98 5.11
H -1.91 -1.73 5.36
C -1.10 -1.13 -2.92
C -0.85 -1.49 -1.49
C -0.87 -0.30 -0.55
O 0.18 0.51 -1.00
C 0.05 1.86 -0.63
N -1.87 -2.44 -1.02
H -2.05 -0.60 -2.98
H -1.24 -1.99 -3.59
H -0.41 -0.42 -3.37
H 0.12 -1.99 -1.42
H -0.76 -0.64 0.48
H -1.75 0.31 -0.75
H -0.21 2.03 0.41
H -0.70 2.26 -1.31
H 0.97 2.35 -0.94
H -1.46 -3.33 -1.25
H -1.83 -2.49 -0.02
C -3.23 -5.39 -3.38
C -4.38 -5.83 -2.40
C -3.98 -5.85 -0.87
O -5.15 -6.39 -0.24
C -4.87 -6.67 1.14
N -5.42 -4.81 -2.74
H -3.49 -5.45 -4.44
H -2.39 -6.06 -3.23
H -2.80 -4.41 -3.15
H -4.70 -6.79 -2.78
H -3.81 -4.81 -0.60
H -3.13 -6.49 -0.61
H -4.00 -7.30 1.31
H -5.79 -6.94 1.67
H -4.60 -5.79 1.72
H -4.99 -3.89 -2.69
H -6.11 -4.76 -2.00
C 0.53 1.74 4.00
C -0.46 2.35 5.03
C -0.25 3.89 5.22
O 1.09 4.33 5.46
C 1.32 5.62 5.99
N -1.80 2.12 4.52
H 0.34 0.68 3.83
H 1.59 1.82 4.23
H 0.34 2.26 3.05
H -0.42 1.98 6.06
H -0.89 4.27 6.01
H -0.53 4.45 4.33
H 0.73 5.82 6.89
H 1.04 6.38 5.26
H 2.38 5.76 6.17
H -2.47 2.69 5.02
H -1.97 1.15 4.74
C 2.86 -1.03 -1.72
C 3.55 0.21 -2.29
C 4.48 -0.16 -3.51
O 5.58 -1.01 -3.21
C 6.61 -0.48 -2.37
N 2.40 1.03 -2.73
H 2.15 -1.37 -2.47
H 2.32 -0.85 -0.79
H 3.59 -1.82 -1.56
H 4.12 0.67 -1.49
H 4.82 0.79 -3.94
H 3.85 -0.56 -4.30
H 6.77 0.60 -2.46
H 7.54 -0.97 -2.67
H 6.44 -0.66 -1.31
H 1.86 0.59 -3.46
H 1.82 0.94 -1.91
C 4.75 4.56 -3.69
C 3.40 5.09 -3.24
C 2.94 6.29 -4.03
O 3.89 7.36 -3.85
C 3.31 8.57 -4.14
N 2.48 3.98 -3.48
H 4.76 4.26 -4.74
H 5.03 3.76 -3.01
H 5.54 5.30 -3.57
H 3.48 5.35 -2.18
H 1.96 6.57 -3.66
H 2.84 6.01 -5.08
H 2.88 8.61 -5.14
H 4.09 9.31 -4.01
H 2.50 8.75 -3.42
H 2.62 3.19 -2.87
H 2.81 3.66 -4.37
C 3.24 -3.86 3.38
C 3.71 -2.78 2.42
C 2.95 -1.38 2.39
O 3.56 -0.45 1.48
C 2.85 0.82 1.30
N 5.07 -2.36 2.81
H 3.87 -4.74 3.50
H 2.25 -4.17 3.04
H 3.22 -3.49 4.41
H 3.75 -3.18 1.41
H 2.94 -0.88 3.36
H 1.88 -1.48 2.21
H 2.73 1.33 2.26
H 1.85 0.59 0.93
H 3.39 1.43 0.58
H 5.01 -1.92 3.72
H 5.10 -1.50 2.29
*
```

Computed properties:
energy above the lowest of the compared OMol25 structures with the same formula, charge and spin: 0.000 eV


No. 2
Below is 12 unconnected molecules or ions with the total composition C48H126N6O18 at a distorted geometry, with properties calculated with the ωB97M-V functional and the def2-TZVPD basis.

Geometry as ORCA input:
```
! wB97M-V def2-TZVPD RIJCOSX def2/J DEFGRID3
* xyz 0 1
C 3.47 3.97 -0.01
O 3.17 2.88 -0.88
C 3.87 3.15 -2.06
C 3.64 1.99 -3.01
N 2.26 1.95 -3.42
C 1.76 0.74 -4.12
C 0.38 1.14 -4.73
O -0.40 1.87 -3.78
C -0.41 3.28 -3.97
H 3.22 4.96 -0.45
H 4.54 3.95 0.27
H 2.82 3.79 0.87
H 4.90 3.17 -1.86
H 3.45 4.04 -2.49
H 3.90 1.13 -2.42
H 4.38 2.00 -3.80
H 1.77 1.90 -2.52
H 1.60 -0.09 -3.41
H 2.35 0.46 -4.97
H -0.11 0.23 -5.01
H 0.51 1.81 -5.60
H 0.61 3.66 -3.74
H -1.21 3.71 -3.40
H -0.59 3.52 -5.02
C 2.05 -0.86 0.25
O 2.91 -1.57 1.10
C 2.36 -1.89 2.43
C 3.15 -2.97 3.13
N 4.50 -2.56 3.45
C 5.30 -3.41 4.33
C 6.71 -3.05 4.06
O 7.21 -3.45 2.80
C 8.53 -3.01 2.63
H 1.06 -1.27 0.15
H 2.46 -0.86 -0.77
H 1.99 0.20 0.60
H 1.31 -2.18 2.28
H 2.35 -0.98 2.95
H 3.04 -3.87 2.44
H 2.52 -3.21 3.97
H 4.99 -2.53 2.58
H 5.05 -4.46 4.04
H 5.05 -3.26 5.40
H 7.37 -3.50 4.89
H 6.76 -1.98 4.18
H 8.58 -1.94 2.41
H 8.92 -3.62 1.79
H 9.25 -3.29 3.44
C -1.01 -1.36 -2.50
O -1.10 -1.70 -3.88
C -2.46 -1.47 -4.12
C -2.73 -1.67 -5.63
N -2.60 -3.12 -5.96
C -2.51 -3.31 -7.42
C -1.53 -2.55 -8.35
O -0.18 -3.00 -8.08
C 0.69 -1.86 -8.28
H -1.19 -0.30 -2.36
H 0.03 -1.58 -2.20
H -1.65 -2.01 -1.87
H -2.79 -0.45 -3.85
H -3.04 -2.13 -3.48
H -1.93 -1.06 -6.02
H -3.73 -1.23 -5.90
H -1.69 -3.40 -5.59
H -3.49 -3.20 -7.78
H -2.36 -4.36 -7.61
H -1.63 -1.42 -8.27
H -1.78 -2.72 -9.41
H 1.63 -2.22 -8.61
H 0.79 -1.27 -7.40
H 0.17 -1.20 -8.94
C -4.08 -4.46 -1.11
O -3.69 -3.59 -0.10
C -4.23 -4.04 1.13
C -3.81 -3.05 2.22
N -3.87 -1.64 1.92
C -5.20 -1.21 1.54
C -5.15 0.18 0.98
O -4.42 0.29 -0.18
C -5.18 -0.15 -1.34
H -3.84 -4.06 -2.13
H -5.19 -4.64 -1.09
H -3.71 -5.45 -0.91
H -3.89 -5.07 1.39
H -5.30 -4.04 0.99
H -2.72 -3.29 2.47
H -4.35 -3.29 3.15
H -3.30 -1.43 1.10
H -5.83 -1.16 2.43
H -5.71 -1.81 0.77
H -4.78 0.85 1.73
H -6.23 0.42 0.71
H -4.66 0.17 -2.23
H -6.21 0.29 -1.34
H -5.23 -1.26 -1.29
C -1.38 5.46 6.47
O -0.74 4.60 5.54
C -1.32 3.37 5.30
C -0.68 2.72 4.10
N 0.75 2.62 4.30
C 1.39 1.97 3.15
C 2.91 2.07 3.23
O 3.24 3.44 3.68
C 4.63 3.62 3.92
H -2.39 5.66 6.18
H -0.74 6.33 6.56
H -1.48 4.94 7.40
H -2.40 3.54 5.06
H -1.38 2.73 6.20
H -0.93 3.31 3.21
H -1.10 1.71 3.96
H 1.33 3.40 4.50
H 1.07 2.38 2.16
H 1.07 0.92 3.20
H 3.48 1.76 2.30
H 3.21 1.36 4.04
H 5.23 3.78 3.01
H 5.02 2.77 4.50
H 4.65 4.56 4.49
C -4.43 -5.41 4.90
O -3.13 -5.07 4.46
C -2.11 -5.68 5.27
C -0.80 -5.40 4.47
N -0.92 -6.05 3.17
C 0.24 -5.88 2.36
C -0.04 -6.28 0.90
O -1.07 -5.58 0.16
C -0.71 -4.28 -0.18
H -4.48 -6.48 5.18
H -5.11 -5.14 4.03
H -4.67 -4.74 5.75
H -2.29 -6.76 5.38
H -2.05 -5.20 6.23
H 0.05 -5.84 5.02
H -0.61 -4.36 4.43
H -1.81 -5.76 2.75
H 1.06 -6.52 2.71
H 0.63 -4.85 2.35
H -0.37 -7.28 0.84
H 0.92 -6.16 0.33
H -0.90 -3.63 0.68
H -1.26 -3.98 -1.09
H 0.37 -4.13 -0.37
C -0.34 -1.73 5.39
C -0.97 -1.40 4.10
O -2.26 -0.80 4.34
H -0.90 -2.41 6.04
H -0.24 -0.83 5.99
H 0.63 -2.05 5.12
H -1.22 -2.38 3.64
H -0.36 -0.75 3.45
H -2.90 -1.26 3.73
C 0.46 7.80 -4.69
C 1.77 8.52 -4.91
O 2.43 8.50 -3.56
H -0.13 7.81 -5.66
H -0.05 8.35 -3.91
H 0.66 6.77 -4.38
H 1.73 9.61 -5.21
H 2.32 8.00 -5.71
H 3.40 8.58 -3.61
C 0.27 7.69 -0.78
C 0.82 6.38 -1.32
O 2.21 6.50 -1.64
H 0.95 8.06 0.02
H -0.71 7.58 -0.25
H 0.10 8.48 -1.50
H 0.28 5.90 -2.16
H 0.76 5.68 -0.52
H 2.30 6.98 -2.45
C 1.96 -4.79 -3.61
C 1.56 -3.78 -4.64
O 0.76 -4.40 -5.62
H 1.00 -5.23 -3.27
H 2.61 -4.32 -2.80
H 2.51 -5.64 -4.12
H 2.44 -3.26 -5.10
H 1.04 -2.98 -4.06
H 0.66 -3.66 -6.28
C -3.57 5.97 1.81
C -2.69 4.98 1.08
O -1.33 5.41 1.16
H -3.24 6.08 2.89
H -4.66 5.85 1.68
H -3.37 6.98 1.45
H -3.08 4.84 0.04
H -2.78 3.96 1.56
H -0.79 4.70 0.86
C -1.61 1.56 0.25
C -0.28 1.88 -0.43
O 0.04 3.21 -0.07
H -2.28 2.14 -0.37
H -1.58 1.85 1.27
H -1.96 0.49 0.15
H -0.35 1.75 -1.48
H 0.47 1.24 0.00
H 0.94 3.42 -0.33
*
```

Computed properties:
SMILES string: COCCNCCOC.COCCNCCOC.COCCNCCOC.COCCNCCOC.COCCNCCOC.COCCNCCOC.CCO.CCO.CCO.CCO.CCO.CCO
energy above the lowest of the compared OMol25 structures with the same formula, charge and spin: 3.545 eV


Calculated HOMO energy in order - -8.2; -8.0 eV
Calculated HOMO-LUMO gap in order - 7.80; 8.59 eV
Calculated total energy in order - -507441.4948; -97603.0855 eV